A 10-piece molecular cluster, C33H75N3O18 overall at a distorted geometry, computed with ωB97M-V/def2-TZVPD.

Structure (XYZ):
```
129
Properties=species:S:1:pos:R:3:forces:R:3
C 8.56411 -11.58904 12.18590 0.735 -0.579 -0.164
N 8.69377 -13.11748 12.24499 -0.104 -1.676 -0.640
O 8.25574 -13.79323 11.28986 0.544 1.797 1.559
O 9.27650 -13.63745 13.19897 -0.787 1.285 -1.015
H 9.29876 -11.26923 11.44690 0.021 -0.188 -0.066
H 8.88190 -11.18542 13.14725 -0.412 -0.221 -0.034
H 7.58922 -11.26796 11.81902 -0.023 -0.430 0.342
C 6.97847 -19.44649 13.49398 -0.741 -0.590 -0.697
N 5.63904 -19.64298 14.20428 1.446 -1.871 0.527
O 5.18234 -18.70244 14.79144 -0.626 0.404 -0.004
O 5.22832 -20.81445 14.25849 0.295 1.847 -0.348
H 6.86599 -20.03551 12.58376 0.145 0.199 -0.048
H 7.76968 -19.92177 14.07381 -0.289 0.213 0.274
H 7.16916 -18.39593 13.27474 -0.211 -0.180 0.299
C 8.77168 -12.05103 18.69384 -1.330 -0.034 0.847
N 10.12111 -12.14969 18.13264 0.244 0.745 -0.058
O 10.91393 -12.87492 18.67534 0.276 -0.502 0.256
O 10.35256 -11.46938 17.15188 -0.044 -0.064 -0.092
H 8.23113 -12.95489 18.41284 -0.080 0.265 -0.509
H 8.30289 -11.11253 18.39795 0.073 -0.407 -0.465
H 8.72543 -12.08291 19.78239 0.848 0.003 -0.006
C 15.43656 -13.53045 13.49751 0.824 0.104 0.267
C 15.83004 -13.92800 12.22669 1.320 -0.247 -0.166
C 17.16328 -14.34472 12.01521 0.232 0.233 1.574
C 18.09539 -14.34752 13.10624 -1.252 -0.530 -2.201
C 17.67499 -13.92995 14.33088 -0.734 0.508 1.922
C 16.36906 -13.50703 14.55398 -1.543 -0.166 -1.497
H 14.41385 -13.22016 13.65300 -0.066 0.032 0.142
H 15.12449 -13.89326 11.40974 -0.019 -0.142 -0.099
H 17.53496 -14.71300 11.07042 -0.280 0.099 -0.217
H 19.06675 -14.78181 12.92117 0.192 0.222 0.171
H 18.25581 -13.94319 15.24131 0.703 -0.133 -0.245
H 15.94295 -13.20301 15.49865 0.601 -0.002 0.349
C 3.79501 -13.20629 13.49010 -0.659 -0.300 0.265
O 3.56143 -11.83494 13.79687 0.667 -0.826 -0.604
C 3.44863 -11.66018 15.19781 -0.488 -0.167 -1.033
C 3.53364 -10.17789 15.47458 -0.284 -0.498 0.204
O 3.83540 -10.05637 16.82206 0.050 -0.336 1.658
C 3.49893 -8.79651 17.37486 0.615 -0.273 -1.201
H 4.75972 -13.55991 13.85395 0.405 0.246 -0.359
H 3.59904 -13.44508 12.44478 0.560 0.612 -0.159
H 3.09366 -13.87907 13.98364 -0.469 0.174 0.492
H 4.22189 -12.20543 15.73898 0.209 0.050 0.085
H 2.47466 -12.09457 15.42313 -0.110 0.130 0.798
H 2.56521 -9.71046 15.29641 -0.038 0.219 -0.481
H 4.32919 -9.74520 14.86797 -0.071 0.228 -0.319
H 2.44147 -8.58415 17.21743 -0.227 -0.011 0.410
H 4.05126 -8.08921 16.75619 0.097 0.728 0.395
H 3.82187 -8.76987 18.41559 -0.214 0.024 -0.162
C 12.73454 -17.98039 10.07637 -1.181 0.730 0.141
O 13.97378 -18.55478 10.23017 0.979 0.043 -0.856
C 14.53728 -19.01744 8.98018 0.503 -1.719 2.315
C 15.79400 -19.77302 9.57083 -0.228 -1.229 -1.207
O 16.44363 -20.59601 8.55451 0.915 0.460 0.177
C 17.44561 -21.56636 9.01151 -1.408 0.808 0.309
H 11.97712 -18.65938 9.68471 -0.043 -0.416 -0.122
H 12.73466 -17.11627 9.41199 0.190 0.250 -0.168
H 12.37806 -17.63934 11.04832 0.122 -0.020 0.068
H 14.73228 -18.23935 8.24218 0.248 0.201 0.243
H 13.81840 -19.73142 8.57825 0.125 -0.150 -0.387
H 15.52593 -20.50123 10.33631 -0.838 0.237 0.181
H 16.37805 -19.03256 10.11737 0.751 0.114 -0.541
H 18.13282 -21.12104 9.73090 0.195 0.132 -0.183
H 17.96641 -22.01791 8.16713 -0.064 0.601 -0.176
H 16.95378 -22.40144 9.51036 -0.268 -0.023 0.224
C 11.14942 -18.03469 16.51961 -0.804 0.357 1.094
O 12.08838 -18.86072 15.93979 2.011 -0.158 -0.372
C 13.40979 -18.22930 15.75126 -0.666 -1.139 -0.822
C 14.48023 -19.31457 15.45549 -0.706 0.818 1.299
O 14.92453 -19.84219 16.71116 1.086 -0.589 -0.356
C 16.05588 -20.76211 16.58130 -1.552 0.321 -0.284
H 11.11557 -17.02821 16.10253 0.072 0.145 -0.120
H 11.26786 -17.98546 17.60203 0.552 0.439 0.301
H 10.14724 -18.46161 16.48141 0.005 -0.280 -0.762
H 13.74508 -17.57773 16.55819 -0.309 -0.262 0.433
H 13.29823 -17.60317 14.86604 0.150 0.146 -0.181
H 15.32082 -18.84031 14.94896 0.079 0.069 -0.217
H 14.02134 -20.06364 14.81019 0.106 -0.292 -0.012
H 15.73143 -21.56782 15.92277 0.146 -0.237 -0.085
H 16.28323 -21.19367 17.55606 -0.146 0.307 0.009
H 16.95061 -20.31472 16.14840 -0.033 0.377 0.045
C 6.68784 -1.07994 13.03382 -0.375 -1.797 0.323
O 6.78301 -2.34954 13.73632 -0.065 0.854 0.685
C 7.75592 -2.38877 14.78739 -0.289 -0.112 -1.386
C 8.01211 -3.82887 15.20344 0.852 0.157 0.433
O 8.51741 -4.55694 14.13073 0.742 -0.228 -1.407
C 8.89225 -5.89664 14.44251 -0.603 0.891 -0.345
H 7.54154 -1.03851 12.35737 -0.054 0.494 -0.079
H 6.57003 -0.19676 13.66169 0.393 -0.073 0.333
H 5.74343 -1.19584 12.50206 0.231 0.208 -0.374
H 7.49924 -1.71023 15.60089 -0.332 -0.279 0.381
H 8.69208 -1.99697 14.38964 0.357 -0.058 -0.110
H 7.19323 -4.38299 15.66223 -0.478 0.325 0.100
H 8.84382 -3.78426 15.90655 -0.116 0.180 0.811
H 9.36960 -6.34316 13.57024 -0.387 0.122 -0.187
H 7.93652 -6.36457 14.67859 0.334 -0.847 0.323
H 9.64592 -5.96808 15.22671 -0.224 0.142 0.492
C 4.74303 -9.95555 8.92232 -1.543 -1.418 -1.962
O 5.86253 -9.24300 8.58720 1.888 1.926 0.662
C 5.58643 -7.92040 8.17621 -0.725 1.150 0.766
C 5.54723 -6.84379 9.28574 0.647 -0.811 0.260
O 4.46964 -7.08232 10.19110 0.152 0.047 0.088
C 4.39609 -6.18392 11.32020 0.050 -0.430 -1.126
H 5.01435 -11.00768 9.00902 0.166 0.108 0.897
H 4.23444 -9.98889 7.95882 -1.168 -0.145 -0.059
H 4.03194 -9.56905 9.65244 0.573 0.081 0.420
H 4.59370 -7.80487 7.74118 -0.171 -0.648 -0.572
H 6.33583 -7.58769 7.45801 0.081 -0.251 -0.039
H 5.53124 -5.85392 8.82966 -0.581 0.219 -0.248
H 6.54122 -6.86910 9.73233 0.044 -0.145 0.890
H 3.52491 -6.39723 11.93959 0.010 -0.523 -0.251
H 4.21597 -5.18618 10.91998 0.531 0.344 0.288
H 5.29457 -6.30924 11.92445 0.089 0.489 0.027
C 12.49491 -9.95807 8.38038 0.700 0.153 -1.683
O 12.19354 -11.27019 7.91300 -1.607 -0.229 0.470
C 10.99190 -11.28090 7.10237 -0.316 -1.399 -0.464
C 10.38570 -12.73634 6.83568 1.780 0.928 1.171
O 11.26581 -13.54758 6.08448 0.362 0.788 0.286
C 10.88305 -14.87461 5.87435 -0.611 -0.105 -1.233
H 12.52642 -9.36981 7.46329 -0.157 0.727 0.036
H 13.52380 -9.90263 8.73593 -0.116 -0.528 0.307
H 11.83709 -9.46022 9.09279 -0.422 -0.546 0.129
H 11.17021 -10.73088 6.17837 0.322 -0.215 -0.347
H 10.12448 -10.76987 7.52013 0.163 0.291 0.819
H 9.36752 -12.64691 6.45699 0.013 0.116 -0.600
H 10.28904 -13.17602 7.82837 -0.117 -0.147 0.305
H 11.73284 -15.46794 5.53684 0.287 0.161 0.519
H 10.23301 -14.88586 4.99946 -0.517 -0.175 -0.100
H 10.34334 -15.37140 6.68058 0.216 0.177 0.418
```
Forces are in eV/Å.

Properties
SMILES	C[N+](=O)[O-].C[N+](=O)[O-].C[N+](=O)[O-].c1ccccc1.COCCOC.COCCOC.COCCOC.COCCOC.COCCOC.COCCOC
ΔE to the lowest compared entry with this formula, charge and spin	363.8	kJ/mol
multiplicity	1
HOMO	-9.08	eV
Kohn-Sham gap	9.086	eV
strongest force on any atom	2.9	eV/A

Here are the Mulliken charges for atoms 1 to 99, given in e:
1. C -0.66
2. N 0.84
3. O -0.53
4. O -0.49
5. H 0.25
6. H 0.30
7. H 0.28
8. C -0.61
9. N 0.82
10. O -0.50
11. O -0.51
12. H 0.27
13. H 0.26
14. H 0.27
15. C -0.72
16. N 0.89
17. O -0.52
18. O -0.52
19. H 0.28
20. H 0.29
21. H 0.30
22. C -0.33
23. C -0.45
24. C -0.33
25. C -0.40
26. C -0.32
27. C -0.44
28. H 0.41
29. H 0.43
30. H 0.37
31. H 0.37
32. H 0.33
33. H 0.36
34. C -0.82
35. O -0.25
36. C -0.48
37. C -0.31
38. O -0.31
39. C -0.70
40. H 0.31
41. H 0.28
42. H 0.33
43. H 0.36
44. H 0.26
45. H 0.25
46. H 0.26
47. H 0.30
48. H 0.29
49. H 0.23
50. C -0.78
51. O -0.20
52. C -0.44
53. C -0.40
54. O -0.36
55. C -0.72
56. H 0.31
57. H 0.30
58. H 0.22
59. H 0.33
60. H 0.30
61. H 0.27
62. H 0.31
63. H 0.30
64. H 0.26
65. H 0.30
66. C -0.73
67. O -0.33
68. C -0.53
69. C -0.44
70. O -0.30
71. C -0.72
72. H 0.31
73. H 0.29
74. H 0.24
75. H 0.34
76. H 0.36
77. H 0.36
78. H 0.32
79. H 0.31
80. H 0.25
81. H 0.28
82. C -0.76
83. O -0.27
84. C -0.59
85. C -0.46
86. O -0.30
87. C -0.69
88. H 0.32
89. H 0.30
90. H 0.23
91. H 0.39
92. H 0.30
93. H 0.38
94. H 0.35
95. H 0.22
96. H 0.27
97. H 0.32
98. C -0.83
99. O -0.24


C2H2ClN3O as an isolated structure at a distorted geometry, computed with ωB97M-V/def2-TZVPD.

Structure (XYZ):
```
9
Properties=species:S:1:pos:R:3:forces:R:3
C 0.53934 1.66089 -0.05582 2.150 -6.608 -2.077
C 0.02458 -0.85217 -0.05799 -3.107 -2.776 1.142
N 0.29148 2.73758 0.19099 -0.582 2.118 0.553
N -1.32716 -0.49176 -0.15259 1.501 3.325 -0.223
N 1.01440 -0.04435 -0.60505 0.111 5.417 1.071
O 0.22210 -1.97324 0.32466 1.702 -0.538 -0.037
Cl 2.65757 -0.38925 -0.11434 -1.447 0.267 -0.143
H -1.46123 0.47324 0.18033 -0.444 -0.556 -0.594
H -1.96109 -1.12096 0.28980 0.116 -0.650 0.309
```
Forces are in eV/Å.

Properties
ΔE to the lowest compared entry with this formula, charge and spin	281.4	kJ/mol
multiplicity	1
HOMO	-10.88	eV
Kohn-Sham gap	9.126	eV
strongest force on any atom	7.3	eV/A

Charges per atom according to Mulliken partitioning, unit e:
1. C 0.19
2. C 0.56
3. N -0.29
4. N -0.47
5. N -0.04
6. O -0.50
7. Cl 0.04
8. H 0.25
9. H 0.28


One molecule with the formula C21H41N3O, computed with ωB97M-V/def2-TZVPD.

Structure (XYZ):
```
66
Properties=species:S:1:pos:R:3:forces:R:3
C 4.84574 -2.48232 0.26077 -0.197 -0.224 0.140
C 3.69369 -3.11494 1.04262 0.264 0.011 0.045
C 3.68591 -2.59021 2.48842 -0.087 -0.199 -0.316
N 2.44215 -2.96139 0.31803 -0.023 0.055 -0.048
C 2.01264 -1.59366 0.07900 0.080 0.003 -0.246
C 0.63033 -1.58506 -0.56218 0.129 0.007 0.063
C -0.45280 -2.15418 0.38146 0.218 -0.133 -0.049
N -1.34462 -1.18384 1.01270 0.039 -0.142 0.000
C -0.78015 -0.13739 1.83664 0.027 0.183 0.117
C -0.25082 1.08992 1.06269 0.047 -0.059 -0.083
N -0.89100 1.16175 -0.23603 -0.072 0.019 0.201
C -0.55878 2.36081 -0.99739 -0.255 -0.109 -0.177
C -1.31891 3.62112 -0.54943 0.253 -0.003 0.137
C -0.51379 4.91778 -0.66144 -0.009 -0.029 -0.059
C 0.34624 5.05365 -1.92240 -0.193 0.132 0.009
C -0.28796 4.50222 -3.20088 0.358 -0.030 -0.046
C -0.00562 3.01461 -3.41406 -0.372 0.042 -0.041
C -0.78146 2.08103 -2.48937 0.369 0.077 0.024
C -2.29462 0.83149 -0.11805 0.145 -0.195 -0.027
C -2.43144 -0.67806 0.17140 -0.612 0.220 0.141
C -3.79794 -0.95792 0.82245 0.307 -0.359 -0.203
C -3.99977 -2.43927 1.14613 -0.224 0.226 -0.226
O -3.23313 -2.85146 2.24648 0.238 -0.219 0.423
C 0.20754 -3.06501 1.42654 0.027 -0.119 -0.264
C 1.35883 -3.82611 0.76726 -0.222 -0.095 0.027
H 5.79523 -2.82359 0.66563 0.127 0.032 0.042
H 4.81776 -1.39778 0.32765 0.035 0.153 -0.012
H 4.78624 -2.77323 -0.78434 0.025 -0.012 -0.131
H 3.87674 -4.19674 1.07777 0.004 0.115 0.012
H 2.87594 -3.03967 3.05875 -0.079 -0.026 0.122
H 3.57350 -1.50861 2.50962 -0.014 0.126 0.045
H 4.62586 -2.84222 2.97292 0.097 0.003 0.110
H 1.99453 -0.98881 0.99962 0.023 0.066 0.012
H 2.72666 -1.13080 -0.60832 -0.042 0.115 0.121
H 0.35533 -0.57166 -0.85320 0.000 -0.088 -0.068
H 0.67833 -2.19544 -1.46521 0.025 -0.015 -0.072
H -1.11245 -2.79258 -0.21791 0.042 0.045 0.081
H -1.57687 0.18840 2.51483 0.112 0.014 0.036
H 0.01726 -0.54825 2.45510 -0.048 0.038 0.070
H 0.82826 1.01368 0.89995 0.016 0.034 0.046
H -0.43316 1.99311 1.67305 0.026 -0.037 -0.011
H 0.51366 2.51231 -0.83312 0.041 0.011 -0.009
H -2.23704 3.70602 -1.13372 -0.073 -0.036 0.014
H -1.61953 3.50829 0.49540 -0.078 -0.014 -0.011
H 0.14480 5.00824 0.20615 -0.055 0.047 0.054
H -1.21872 5.75178 -0.61794 0.052 0.051 0.058
H 0.56506 6.11541 -2.05895 0.099 -0.033 0.021
H 1.30441 4.55243 -1.77011 0.080 0.031 -0.016
H 0.12900 5.04462 -4.05314 -0.091 0.026 -0.007
H -1.36356 4.68350 -3.19562 -0.123 0.059 -0.081
H 1.06570 2.83925 -3.28873 0.065 -0.011 -0.043
H -0.25949 2.75356 -4.44463 0.085 -0.032 -0.014
H -1.84565 2.15962 -2.72191 -0.088 -0.029 0.004
H -0.47444 1.05252 -2.69192 -0.043 -0.031 0.018
H -2.80272 1.05868 -1.05403 -0.084 0.036 0.012
H -2.78854 1.40808 0.68305 -0.058 0.016 -0.043
H -2.39236 -1.21019 -0.78453 0.053 0.024 0.040
H -4.58306 -0.62174 0.14341 -0.110 0.083 -0.027
H -3.88425 -0.39272 1.75258 -0.046 0.088 0.042
H -3.75640 -3.04587 0.25882 -0.109 0.036 -0.002
H -5.04418 -2.62928 1.41087 0.065 -0.001 -0.126
H -2.35185 -2.45885 2.11819 -0.088 0.091 -0.051
H 0.59531 -2.48447 2.26316 0.020 0.047 0.078
H -0.52227 -3.77129 1.82463 -0.052 0.025 0.052
H 1.75110 -4.57354 1.46051 0.019 -0.001 -0.062
H 0.96563 -4.36570 -0.10570 -0.064 -0.104 0.154
```
Forces are in eV/Å.

Properties
SMILES	CC(C)N1CCC(N2CCN(C3CCCCCC3)C[C@@H]2CCO)CC1
ΔE to the lowest compared entry with this formula, charge and spin	27.7	kJ/mol
multiplicity	1
HOMO	-8.00	eV
Kohn-Sham gap	8.784	eV
strongest force on any atom	0.7	eV/A

Charges per atom according to Mulliken partitioning, unit e:
1. C -1.67
2. C 0.34
3. C -1.31
4. N 0.10
5. C -0.70
6. C -0.65
7. C -0.39
8. N 0.70
9. C -1.31
10. C -0.88
11. N 0.94
12. C -0.26
13. C -0.90
14. C -0.99
15. C -0.62
16. C -0.76
17. C -0.85
18. C -0.97
19. C -1.42
20. C -0.22
21. C -0.97
22. C -0.71
23. O -0.68
24. C -0.46
25. C -1.34
26. H 0.47
27. H 0.32
28. H 0.41
29. H 0.47
30. H 0.30
31. H 0.24
32. H 0.49
33. H 0.30
34. H 0.43
35. H -0.08
36. H 0.47
37. H 0.44
38. H 0.34
39. H 0.52
40. H 0.29
41. H 0.62
42. H 0.45
43. H 0.34
44. H 0.52
45. H 0.32
46. H 0.39
47. H 0.39
48. H 0.30
49. H 0.36
50. H 0.34
51. H 0.36
52. H 0.40
53. H 0.38
54. H 0.36
55. H 0.57
56. H 0.31
57. H 0.65
58. H 0.42
59. H 0.35
60. H 0.25
61. H 0.44
62. H 0.45
63. H 0.15
64. H 0.55
65. H 0.62
66. H 0.30


Q: The highest ΔE to the lowest compared entry with this formula, charge and spin belongs to which entry?
A: C33H75N3O18


Q: The highest ΔE to the lowest compared entry with this formula, charge and spin belongs to which entry?
A: C33H75N3O18


Q: Which value of strongest force on any atom does entry 1 give?
A: 2.9 eV/A


Q: Look up the multiplicity of the second one.
A: 1